No. 1
Below is a single C3H3NO2 molecule, with properties calculated with ωB97M-V with the def2-TZVPD basis set.

The geometry in ORCA input format:
```
! wB97M-V def2-TZVPD RIJCOSX def2/J DEFGRID3
* xyz 0 1
O -0.270 -1.656 -1.830
O -0.381 -2.720 -2.817
N 1.090 1.196 -3.272
C 0.033 -0.122 -0.059
C 0.723 0.486 -2.439
C 0.184 -0.395 -1.493
H 0.288 -0.963 0.630
H 0.618 0.772 0.267
H -0.944 0.272 0.394
*
```

Values from the calculation:
**Kohn-Sham gap (spin up / spin down)**: 8.76 / 7.47 eV
**HOMO level (spin up / spin down)**: -10.67 / -9.53 eV
**Total energy**: -8737.5894 eV

=====

No. 2
Below is a molecular structure, C29H28N5O6S2Ta, with properties calculated with ωB97M-V with the def2-TZVPD basis set.

The geometry in ORCA input format:
```
! wB97M-V def2-TZVPD RIJCOSX def2/J DEFGRID3
* xyz 1 2
Ta 0.609 -0.076 -0.437
S 1.767 1.318 -2.191
S -1.971 0.643 -0.854
O 1.440 -0.953 5.387
O -0.833 1.512 -0.484
O 2.651 -0.264 0.021
O -0.389 -2.723 1.639
O 1.146 1.419 1.485
O -2.916 0.410 0.187
N 3.415 0.820 -0.182
N 0.852 -2.199 -0.921
N -1.112 -0.657 -1.242
N 0.475 -1.836 3.551
N 0.307 -0.591 1.594
C 5.287 2.108 0.458
C -1.959 0.166 3.612
C 4.979 3.045 -0.532
C -1.790 -4.751 -1.401
C -0.494 -4.228 -1.219
C -3.803 3.009 -3.560
C -0.797 0.988 4.160
C 1.615 1.664 4.258
C -2.659 1.301 -2.351
C 4.484 1.009 0.609
C -2.730 -2.527 -1.487
C -4.132 2.834 -6.044
C 0.067 -1.775 2.231
C -0.339 -2.824 -1.166
C 0.717 0.517 2.216
C -2.959 1.079 -4.708
C -1.470 -1.986 -1.319
C 0.929 -0.778 4.316
C -2.458 0.585 -3.518
C 3.087 1.327 4.053
C 0.667 -5.011 -1.056
C -2.873 -3.918 -1.520
C 1.924 -2.985 -0.792
C -3.316 2.520 -2.361
C 0.649 0.594 3.715
C 3.894 2.826 -1.344
C -3.630 2.296 -4.747
C 3.091 1.692 -1.172
C 1.871 -4.373 -0.861
H 4.664 0.246 1.351
H 3.693 2.194 4.303
H -0.809 0.928 5.252
H 0.596 -6.086 -1.072
H 3.273 1.066 3.015
H 6.144 2.247 1.096
H 3.391 0.500 4.688
H -2.826 0.512 -5.617
H -2.077 0.267 2.533
H -3.595 -1.885 -1.562
H 1.420 1.799 5.321
H -1.922 -5.820 -1.419
H -1.865 -0.889 3.859
H -3.587 3.738 -6.312
H -4.324 3.955 -3.587
H 1.390 2.599 3.745
H -3.861 -4.334 -1.641
H 3.614 3.513 -2.125
H 5.597 3.919 -0.661
H -0.938 2.034 3.881
H -4.009 2.106 -6.840
H 2.858 -2.470 -0.621
H -5.186 3.089 -5.963
H -1.918 -0.349 -3.493
H 2.782 -4.938 -0.745
H -3.437 3.069 -1.440
H 0.516 -2.763 3.962
H -2.876 0.527 4.074
*
```

Values from the calculation:
**Kohn-Sham gap (spin up / spin down)**: 6.29 / 7.94 eV
**HOMO level (spin up / spin down)**: -9.44 / -11.28 eV
**Total energy**: -73483.5552 eV

=====

Question: Which value of total energy does entry 1 give?
Answer: -8737.5894 eV

=====

Please write out number 1 again, unchanged.
Below is a single C3H3NO2 molecule, with properties calculated with ωB97M-V with the def2-TZVPD basis set.

The geometry in ORCA input format:
```
! wB97M-V def2-TZVPD RIJCOSX def2/J DEFGRID3
* xyz 0 1
O -0.270 -1.656 -1.830
O -0.381 -2.720 -2.817
N 1.090 1.196 -3.272
C 0.033 -0.122 -0.059
C 0.723 0.486 -2.439
C 0.184 -0.395 -1.493
H 0.288 -0.963 0.630
H 0.618 0.772 0.267
H -0.944 0.272 0.394
*
```

Values from the calculation:
**Kohn-Sham gap (spin up / spin down)**: 8.76 / 7.47 eV
**HOMO level (spin up / spin down)**: -10.67 / -9.53 eV
**Total energy**: -8737.5894 eV

=====

Question: What is the total energy in the first record?
Answer: -8737.5894 eV